# 1
{
  "formula": "C20H24N2O2",
  "method": "the ωB97M-V functional and the def2-TZVPD basis",
  "symbols": ["C", "C", "C", "C", "C", "N", "C", "O", "C", "O", "C", "C", "C", "C", "N", "C", "C", "C", "C", "C", "C", "C", "C", "C", "H", "H", "H", "H", "H", "H", "H", "H", "H", "H", "H", "H", "H", "H", "H", "H", "H", "H", "H", "H", "H", "H", "H", "H"],
  "positions_angstrom": [[2.65501, 0.36076, -3.16834], [2.36478, 0.78192, -1.73272], [2.12824, 2.28901, -1.62181], [1.90046, 2.68022, -0.16400], [3.08067, 2.22301, 0.69057], [3.26150, 0.79114, 0.54634], [3.05605, -0.00489, 1.60946], [2.85747, 0.43754, 2.72929], [3.12217, -1.52633, 1.41198], [2.44255, -2.05400, 0.29638], [1.09334, -1.83745, 0.18242], [0.31167, -1.14100, 1.09509], [-1.03720, -0.95126, 0.85252], [-1.63449, -1.43860, -0.30743], [-2.98458, -1.27524, -0.57887], [-3.82811, -0.25796, -0.17471], [-3.36116, 1.00231, 0.20173], [-4.25061, 1.99028, 0.57701], [-5.61506, 1.75362, 0.57379], [-6.08763, 0.51510, 0.17162], [-5.20722, -0.48009, -0.20131], [-0.84855, -2.17368, -1.19868], [0.49285, -2.36949, -0.95848], [3.53114, 0.38999, -0.81450], [1.82609, 0.63310, -3.81688], [2.79760, -0.71546, -3.22684], [3.55489, 0.84932, -3.53689], [1.46602, 0.26063, -1.38646], [1.26438, 2.57378, -2.22521], [2.99982, 2.82192, -2.01110], [1.78134, 3.76052, -0.07206], [0.99016, 2.20257, 0.20470], [2.90799, 2.43163, 1.74724], [3.99778, 2.72912, 0.36902], [2.75614, -1.97626, 2.34407], [4.16830, -1.82053, 1.27555], [0.73350, -0.74473, 2.00416], [-1.63501, -0.43656, 1.58807], [-3.40254, -1.98476, -1.16201], [-2.30327, 1.21231, 0.17406], [-3.87226, 2.96011, 0.86600], [-6.30389, 2.52956, 0.87079], [-7.15035, 0.32221, 0.14989], [-5.58057, -1.44462, -0.51747], [-1.30048, -2.59101, -2.08730], [1.10275, -2.93027, -1.64915], [3.70871, -0.68159, -0.87101], [4.43910, 0.91094, -1.14646]],
  "e_above_lowest_kj_mol": 127.40,
  "homo_ev": -7.4,
  "e_lumo_ev": 0.8,
  "smiles": "C[C@@H]1CCCN(C(=O)COc2ccc(Nc3ccccc3)cc2)C1",
  "multiplicity": 1,
  "mol_weight_g_mol": 324.4
}

# 2
{
  "formula": "C18H23N3O3S",
  "method": "the ωB97M-V functional and the def2-TZVPD basis",
  "symbols": ["C", "C", "C", "C", "N", "C", "C", "N", "C", "C", "O", "C", "C", "C", "C", "S", "O", "O", "N", "C", "C", "C", "C", "C", "C", "H", "H", "H", "H", "H", "H", "H", "H", "H", "H", "H", "H", "H", "H", "H", "H", "H", "H", "H", "H", "H", "H", "H"],
  "positions_angstrom": [[3.27210, 3.58561, -1.80246], [2.49423, 3.52821, -3.11162], [3.27473, 2.85705, -4.24234], [3.44175, 1.34361, -4.05963], [2.16875, 0.66676, -4.11342], [1.45375, 0.52300, -5.25122], [0.27245, -0.08654, -4.90068], [0.25558, -0.30673, -3.58007], [1.40386, 0.14829, -3.09740], [1.84283, 0.06650, -1.70595], [2.98610, 0.36941, -1.38755], [0.88914, -0.38592, -0.65444], [-0.36577, -0.93806, -0.90583], [-1.16605, -1.33818, 0.15130], [-0.71735, -1.18620, 1.44857], [-1.74036, -1.68040, 2.83320], [-2.99548, -2.17096, 2.33046], [-0.98293, -2.53433, 3.69997], [-1.88876, -0.18450, 3.60042], [-2.15574, -0.24875, 5.02993], [-3.66411, 0.01542, 5.22248], [-4.19665, 0.26155, 3.80468], [-2.93730, 0.62970, 3.01679], [0.52492, -0.64358, 1.71936], [1.32582, -0.24698, 0.66788], [4.22319, 4.09369, -1.94699], [3.46601, 2.58855, -1.41693], [2.70239, 4.13102, -1.05384], [2.24879, 4.54603, -3.42444], [1.55066, 2.99968, -2.95305], [2.76221, 3.04404, -5.18966], [4.27002, 3.30016, -4.30704], [3.91254, 1.12273, -3.10340], [4.06881, 0.94958, -4.86577], [1.82400, 0.84510, -6.20328], [-0.55081, -0.37538, -5.52245], [-0.69876, -1.04991, -1.92505], [-2.13884, -1.77527, -0.01295], [-1.55296, 0.51926, 5.52340], [-1.83842, -1.22662, 5.38961], [-4.15953, -0.83172, 5.69185], [-3.81448, 0.89286, 5.85147], [-4.60742, -0.65788, 3.38914], [-4.95325, 1.04264, 3.76823], [-2.67237, 1.68264, 3.15417], [-3.01537, 0.41080, 1.95285], [0.84116, -0.54941, 2.74556], [2.30372, 0.17601, 0.84450]],
  "e_above_lowest_kj_mol": 230.23,
  "homo_ev": -9.2,
  "e_lumo_ev": -0.6,
  "smiles": "CCCCn1ccnc1C(=O)c1ccc(S(=O)(=O)N2CCCC2)cc1",
  "multiplicity": 1,
  "mol_weight_g_mol": 361.5
}

# 3
{
  "formula": "C9H58N2O22",
  "method": "the ωB97M-V functional and the def2-TZVPD basis",
  "symbols": ["O", "O", "C", "C", "N", "N", "C", "C", "C", "C", "C", "C", "C", "H", "H", "H", "H", "H", "H", "H", "H", "H", "H", "H", "H", "H", "H", "H", "H", "H", "H", "O", "H", "H", "O", "H", "H", "O", "H", "H", "O", "H", "H", "O", "H", "H", "O", "H", "H", "O", "H", "H", "O", "H", "H", "O", "H", "H", "O", "H", "H", "O", "H", "H", "O", "H", "H", "O", "H", "H", "O", "H", "H", "O", "H", "H", "O", "H", "H", "O", "H", "H", "O", "H", "H", "O", "H", "H", "O", "H", "H"],
  "positions_angstrom": [[1.49081, 0.19663, -4.10563], [-2.11185, 0.01043, -2.70482], [1.10078, -0.28861, -3.02503], [-1.58888, -0.57077, -1.74487], [-2.31169, -1.59686, -1.18550], [0.57804, 0.49593, -2.09404], [1.19817, -1.79802, -2.82257], [-1.86437, -2.41916, -0.05140], [0.29019, 2.68013, 1.55931], [1.19133, 0.39869, 1.85223], [0.73412, 1.45982, 0.85436], [-0.50950, 1.00175, 0.01963], [-0.31869, -0.05351, -1.08924], [-3.10308, -1.91114, -1.76449], [0.56173, 1.54051, -2.27420], [0.27316, -2.35179, -2.59376], [1.87305, -1.77397, -1.99515], [1.69733, -2.23637, -3.71252], [-0.93267, -2.97665, -0.19201], [-2.63544, -3.08544, 0.29434], [-1.66303, -1.76283, 0.83438], [-0.62159, 2.49684, 2.06952], [0.18034, 3.53240, 0.90533], [1.15701, 3.00142, 2.24214], [1.71379, 0.74055, 2.74220], [0.30858, -0.13681, 2.12271], [1.81141, -0.43543, 1.28523], [1.56533, 1.57546, 0.17877], [-1.24827, 0.61046, 0.74068], [-0.98099, 1.94432, -0.38037], [0.20429, -0.97342, -0.68103], [0.58421, -1.19989, -6.23078], [0.67231, -0.52252, -5.47692], [0.76612, -0.68664, -7.01372], [-4.09345, 0.97926, 2.08787], [-4.05565, 1.96895, 2.38112], [-4.66074, 0.92116, 1.20730], [-4.17685, -5.29926, 0.84985], [-4.64658, -4.48290, 1.04701], [-4.92292, -5.90900, 0.41162], [4.08284, -1.07393, -0.57419], [4.40223, -0.36876, 0.13391], [3.93723, -0.52540, -1.43805], [-1.01957, 1.68721, 4.38674], [-1.13956, 2.71550, 4.52158], [-0.20303, 1.38514, 4.89195], [-1.15397, 4.78033, 4.30881], [-0.16805, 4.55957, 4.31104], [-1.35110, 5.46413, 3.52658], [-5.17880, -3.00419, -1.47485], [-4.87242, -3.11636, -0.52228], [-6.24859, -2.85550, -1.57253], [-2.95290, 0.41864, -5.25585], [-2.67880, 0.37004, -4.24644], [-2.30276, 1.03422, -5.72994], [4.30320, 0.23397, -3.08126], [3.95312, -0.34140, -3.85704], [4.00055, 1.15921, -3.36242], [0.41962, -5.61854, -0.45382], [-0.55354, -5.82788, -0.76319], [0.97488, -5.78085, -1.30373], [0.90292, 2.69207, -4.90509], [1.26073, 1.73585, -4.66862], [1.02840, 3.28425, -4.01686], [4.43849, 0.35393, 3.46230], [4.25546, 1.26626, 3.87019], [4.79110, 0.50360, 2.56777], [4.34501, -1.32002, -5.42639], [5.07588, -2.01279, -5.17427], [3.74754, -1.81925, -6.04298], [1.06599, 0.71340, 5.86584], [1.91400, 1.13756, 5.54060], [1.32918, -0.04646, 6.51331], [1.22905, 4.09307, -2.58261], [1.81598, 4.79571, -2.07546], [0.23655, 4.50185, -2.48635], [0.94344, -3.88287, 1.50328], [1.97970, -4.05905, 1.46388], [0.49628, -4.54967, 0.85505], [1.60065, 5.01964, 4.28765], [2.19101, 5.81549, 4.68158], [1.56765, 5.33447, 3.30933], [-2.09422, -0.73707, 3.22199], [-1.54685, -0.02876, 3.75864], [-2.73587, -0.18346, 2.60508], [2.99569, 2.44950, 4.70663], [3.83562, 2.73687, 4.23906], [2.25510, 3.06452, 4.42582], [-5.83957, -3.15833, 1.13983], [-6.20606, -2.32074, 1.52805], [-6.63531, -3.75853, 0.84020]],
  "e_above_lowest_kj_mol": 110.28,
  "homo_ev": -9.2,
  "e_lumo_ev": -0.8,
  "multiplicity": 1,
  "mol_weight_g_mol": 546.6
}

# 4
{
  "formula": "C6H8N2O2",
  "method": "the ωB97M-V functional and the def2-TZVPD basis",
  "symbols": ["C", "N", "C", "C", "C", "C", "O", "C", "N", "H", "H", "H", "H", "H", "H", "O", "H", "H"],
  "positions_angstrom": [[-2.45029, 1.40259, -0.01878], [-2.24519, -0.01613, 0.17492], [-1.01872, -0.57602, 0.19330], [-0.57140, -1.88503, 0.09818], [0.84503, -1.79430, 0.07210], [1.17370, -0.48249, 0.29684], [0.01761, 0.26767, 0.27097], [2.42129, 0.25726, 0.38610], [2.67232, 1.24062, -0.48773], [-1.93146, 1.98506, 0.75579], [-2.09000, 1.73878, -1.00359], [-3.52286, 1.61102, 0.05041], [-3.03139, -0.64153, 0.09077], [-1.19291, -2.76674, -0.02558], [1.54482, -2.58128, -0.19761], [3.52425, -0.42006, 0.40980], [1.96108, 1.95950, -0.55034], [3.89410, 0.70106, -0.51555]],
  "e_above_lowest_kj_mol": 367.44,
  "homo_ev": -7.5,
  "e_lumo_ev": 0.5,
  "multiplicity": 1,
  "mol_weight_g_mol": 140.1
}

# 5
{
  "formula": "C4H10O2",
  "method": "the ωB97M-V functional and the def2-TZVPD basis",
  "symbols": ["C", "C", "O", "C", "C", "O", "H", "H", "H", "H", "H", "H", "H", "H", "H", "H"],
  "positions_angstrom": [[-0.16138, 1.79921, 1.12356], [-0.07244, 0.92680, -0.10592], [-1.14686, 1.16930, -1.01816], [-0.01451, -0.56558, 0.23226], [0.44308, -1.40694, -0.94701], [0.35988, -2.79557, -0.69098], [-0.55787, 2.78868, 0.92511], [0.84705, 1.92224, 1.54068], [-0.74245, 1.31132, 1.91174], [0.81514, 1.11731, -0.72698], [-1.92511, 0.71796, -0.67338], [0.69927, -0.72141, 1.06067], [-0.97481, -0.89348, 0.62129], [-0.17714, -1.20221, -1.81815], [1.45181, -1.09152, -1.20347], [1.15632, -3.07609, -0.23126]],
  "e_above_lowest_kj_mol": 78.30,
  "homo_ev": -10.1,
  "e_lumo_ev": 0.9,
  "smiles": "C[C@H](O)CCO",
  "multiplicity": 1,
  "mol_weight_g_mol": 90.1
}